[1]
Density functional theory data (ωB97M-V with the def2-TZVPD basis set) for the molecule C4H11N3O at a distorted geometry.

Output
HOMO = -6.94 eV
Gap between HOMO and LUMO = 0.287 Eh
SMILES = CC(C)=NN(N)CO
Molecular weight = 117.2 g/mol
Electronic energy = -398.39477 a.u.

```
! wB97M-V def2-TZVPD RIJCOSX def2/J DEFGRID3
* xyz 0 1
C -2.04 -0.89 -1.06
C -0.70 -0.64 -0.42
C 0.49 -1.33 -1.05
N -0.69 0.06 0.69
N 0.51 0.40 1.15
N 0.49 0.37 2.55
C 1.17 1.75 0.39
O 1.15 1.82 -1.01
H -2.82 -0.32 -0.56
H -2.29 -1.96 -1.00
H -2.01 -0.60 -2.11
H 1.36 -1.35 -0.41
H 0.21 -2.36 -1.30
H 0.78 -0.80 -1.97
H 1.44 0.27 2.92
H -0.04 -0.44 2.86
H 0.56 2.56 0.80
H 2.20 1.78 0.74
H 0.21 1.70 -1.22
*
```

=====

[2]
Density functional theory data (ωB97M-V with the def2-TZVPD basis set) for a structure of composition C2H3N2O2 at a distorted geometry.

Output
HOMO = -15.97 eV
Gap between HOMO and LUMO = 0.420 Eh
Molecular weight = 87.1 g/mol
Electronic energy = -337.59742 a.u.

```
! wB97M-V def2-TZVPD RIJCOSX def2/J DEFGRID3
* xyz 1 1
C -1.00 -1.14 0.33
C 0.72 2.24 -0.70
N 0.25 -1.51 0.39
N -0.08 1.53 -0.30
O -2.13 -1.30 0.31
O -0.96 0.73 -0.05
H 0.98 -1.21 -0.24
H 1.58 2.85 -0.74
H 0.63 -2.20 0.99
*
```

=====

[3]
Density functional theory data (ωB97M-V with the def2-TZVPD basis set) for the molecule C5H10O2.

Output
HOMO = -9.83 eV
Gap between HOMO and LUMO = 0.394 Eh
SMILES = OC[C@H]1CCOC1
Molecular weight = 102.1 g/mol
Electronic energy = -346.96665 a.u.

```
! wB97M-V def2-TZVPD RIJCOSX def2/J DEFGRID3
* xyz 0 1
O 2.51 0.29 0.44
C 1.59 -0.61 -0.14
C 0.17 -0.55 0.46
C -0.33 0.89 0.70
C -1.53 1.03 -0.24
O -1.34 0.04 -1.24
C -0.85 -1.09 -0.56
H 2.49 1.11 -0.07
H 1.54 -0.48 -1.23
H 2.00 -1.61 0.05
H 0.14 -1.13 1.39
H -0.63 1.03 1.74
H 0.44 1.63 0.49
H -1.61 2.00 -0.73
H -2.47 0.84 0.31
H -0.42 -1.76 -1.31
H -1.68 -1.62 -0.06
*
```

=====

[4]
Density functional theory data (ωB97M-V with the def2-TZVPD basis set) for a cluster of 40 separate species, H80O40 in total at a distorted geometry.

Output
HOMO = -9.82 eV
Gap between HOMO and LUMO = 0.349 Eh
Molecular weight = 720.6 g/mol
Electronic energy = -3057.46028 a.u.

```
! wB97M-V def2-TZVPD RIJCOSX def2/J DEFGRID3
* xyz 0 1
H -1.15 -5.26 2.70
H 0.15 -5.07 3.76
O -0.72 -4.85 3.44
H 0.38 4.79 2.00
H 1.30 6.15 2.32
O 0.44 5.73 2.26
H 0.06 4.19 4.26
H -0.86 5.58 4.25
O -0.78 4.63 4.17
H -0.32 1.26 0.73
H -1.76 1.79 1.20
O -1.05 1.17 1.36
H 4.53 0.27 -4.53
H 4.63 0.27 -3.12
O 4.22 -0.29 -3.79
H 2.34 -0.71 -4.50
O 1.93 -1.07 -5.30
H 0.31 0.44 -0.78
O 1.04 1.03 -0.55
H -3.52 -1.91 -3.92
H -3.72 -2.45 -5.21
O -3.19 -2.68 -4.42
H 1.25 -6.04 -1.77
H 2.25 -5.33 -2.71
O 2.16 -5.73 -1.84
H -4.29 1.08 -3.11
H -3.41 2.09 -3.87
O -4.26 1.99 -3.43
H -4.25 -1.17 -0.78
H -4.86 -0.75 0.52
O -5.12 -1.02 -0.38
H 0.00 -3.78 -3.78
O 0.95 -3.75 -3.61
H -3.34 -5.58 0.39
H -2.11 -4.98 1.15
O -3.06 -4.91 1.01
H 5.29 3.49 -2.68
H 6.14 2.19 -2.71
O 5.61 2.75 -2.14
H 2.54 -2.03 -0.88
H 2.57 -3.18 0.09
O 2.72 -2.22 0.04
H 1.54 3.45 -3.55
H 0.83 4.81 -3.44
O 1.69 4.39 -3.39
H 0.08 1.33 -5.05
H -0.50 2.62 -5.38
O 0.03 2.23 -4.67
H 5.05 -2.25 -1.26
H 5.58 -1.25 -2.27
O 4.94 -1.34 -1.56
H -4.95 1.01 -0.30
O -4.48 1.86 -0.36
H 1.96 -0.98 -2.38
H 0.85 -0.38 -3.37
O 1.03 -0.92 -2.60
H 3.70 0.36 5.22
O 2.99 -0.24 4.98
H -0.34 2.82 5.61
H 0.41 2.02 6.70
O -0.46 2.33 6.43
H 0.85 -4.52 -0.24
H 1.65 -5.51 0.57
O 1.29 -4.62 0.61
H -1.79 -0.95 0.20
H -0.32 -1.15 0.74
O -0.98 -1.46 0.11
H -1.66 6.36 1.12
H -2.11 4.88 0.41
O -2.04 5.83 0.43
H -2.64 -3.56 -2.39
H -1.90 -2.81 -1.35
O -1.75 -3.25 -2.20
H -1.99 2.03 5.30
H -2.41 2.32 4.00
O -2.69 2.57 4.89
H -1.05 -2.38 3.08
H -1.10 -0.94 2.83
O -0.44 -1.66 2.86
H -3.03 0.56 2.66
H -3.65 -0.98 3.00
O -3.14 -0.37 2.46
H 3.03 0.15 1.51
H 4.47 0.24 1.93
O 3.69 -0.30 2.06
H -2.03 -0.94 -4.34
H -0.47 -1.12 -4.65
O -1.22 -0.52 -4.63
H -2.43 -3.37 4.27
O -2.99 -2.84 3.67
H -1.82 0.21 -1.45
H -3.08 1.07 -1.51
O -2.78 0.12 -1.48
H -5.07 2.40 -0.89
H 2.43 -1.89 -5.40
H 3.30 -0.79 4.25
H 1.88 0.69 -0.85
H 0.99 -3.07 -2.91
H -2.66 -3.35 2.91
O 1.12 1.69 3.56
H 0.43 1.30 3.01
H 1.49 1.28 4.34
O -3.33 2.87 1.90
H -3.77 3.42 2.56
H -3.93 2.97 1.13
O 0.48 3.37 1.22
H 1.09 3.72 0.56
H 0.63 2.45 1.38
O 1.89 -3.15 3.37
H 0.97 -2.88 3.55
H 2.17 -2.24 3.21
O 4.39 -4.34 2.27
H 4.27 -3.39 2.41
H 3.78 -4.41 1.52
O 3.00 2.68 -1.72
H 2.90 3.45 -2.30
H 2.68 2.96 -0.86
O -1.64 4.20 -2.74
H -1.54 4.49 -1.84
H -2.39 4.53 -3.24
*
```

=====

Which of these has the lowest HOMO?
C2H3N2O2

=====

Repeat the third record exactly.
Density functional theory data (ωB97M-V with the def2-TZVPD basis set) for the molecule C5H10O2.

Output
HOMO = -9.83 eV
Gap between HOMO and LUMO = 0.394 Eh
SMILES = OC[C@H]1CCOC1
Molecular weight = 102.1 g/mol
Electronic energy = -346.96665 a.u.

```
! wB97M-V def2-TZVPD RIJCOSX def2/J DEFGRID3
* xyz 0 1
O 2.51 0.29 0.44
C 1.59 -0.61 -0.14
C 0.17 -0.55 0.46
C -0.33 0.89 0.70
C -1.53 1.03 -0.24
O -1.34 0.04 -1.24
C -0.85 -1.09 -0.56
H 2.49 1.11 -0.07
H 1.54 -0.48 -1.23
H 2.00 -1.61 0.05
H 0.14 -1.13 1.39
H -0.63 1.03 1.74
H 0.44 1.63 0.49
H -1.61 2.00 -0.73
H -2.47 0.84 0.31
H -0.42 -1.76 -1.31
H -1.68 -1.62 -0.06
*
```

=====

Among the records above, which one has the highest electronic energy?
C2H3N2O2

=====

Among the records above, which one has the lowest gap between HOMO and LUMO?
C4H11N3O